No. 1
C3H3N3O | ωB97M-V/def2-TZVPD

SMILES: O=c1cc[nH]nn1
E_LUMO, eV: 0.2
E_HOMO, Ha: -0.3504
HOMO-LUMO gap, hartree: 0.3585
Molecular weight, g/mol: 97.1
ΔE to the lowest compared entry with this formula, charge and spin, eV: 2.5521

XYZ file:
```
10
Properties=species:S:1:pos:R:3:mulliken_charge:R:1
O 2.52 -0.35 -0.19 -0.527
C 1.38 -0.27 0.04 0.411
C 0.54 0.86 0.20 -0.302
C -0.78 0.72 -0.02 -0.105
N -1.25 -0.54 -0.13 0.202
N -0.49 -1.64 0.08 -0.398
N 0.76 -1.50 0.13 -0.143
H 0.93 1.87 0.43 0.320
H -1.41 1.56 -0.38 0.323
H -2.21 -0.71 -0.16 0.219
```

No. 2
C3H3N3O | ωB97M-V/def2-TZVPD

E_LUMO (alpha / beta), eV: -1.4 / -1.4
E_HOMO (alpha / beta), Ha: -0.3228 / -0.3229
HOMO-LUMO gap (alpha / beta), hartree: 0.2696 / 0.2698
Molecular weight, g/mol: 97.1
ΔE to the lowest compared entry with this formula, charge and spin, eV: 6.9473

XYZ file:
```
10
Properties=species:S:1:pos:R:3:mulliken_charge:R:1
C -2.25 -0.08 0.01 -0.181
C 0.43 -0.85 -0.57 -0.324
C 1.25 -0.58 0.47 0.111
N -3.25 -0.21 0.54 -0.424
N 0.32 1.28 -0.27 0.178
N -0.22 0.28 -0.96 -0.157
O 1.27 0.81 0.72 -0.214
H 0.39 -1.88 -0.86 0.363
H 1.91 -1.00 1.20 0.411
H 0.15 2.23 -0.29 0.235
```

No. 3
C3H3N3O | ωB97M-V/def2-TZVPD

SMILES: N=C=CC=O.N#N
E_LUMO, eV: 0.5
E_HOMO, Ha: -0.3562
HOMO-LUMO gap, hartree: 0.3743
Molecular weight, g/mol: 97.1
ΔE to the lowest compared entry with this formula, charge and spin, eV: 0.8289

XYZ file:
```
10
Properties=species:S:1:pos:R:3:mulliken_charge:R:1
N -2.00 -0.47 0.36 -0.464
C -0.95 0.11 0.57 0.469
C 0.16 0.74 0.92 -0.500
C 1.50 0.18 0.73 0.033
O 1.76 -0.87 0.17 -0.496
H -2.43 -0.37 -0.56 0.335
H 0.05 1.71 1.38 0.340
H 2.31 0.81 1.15 0.305
N -0.74 -0.85 -2.33 0.015
N 0.35 -1.00 -2.39 -0.037
```

No. 4
C3H3N3O | ωB97M-V/def2-TZVPD

E_LUMO (alpha / beta), eV: -2.0 / -2.0
E_HOMO (alpha / beta), Ha: -0.3383 / -0.3382
HOMO-LUMO gap (alpha / beta), hartree: 0.2657 / 0.2657
Molecular weight, g/mol: 97.1
ΔE to the lowest compared entry with this formula, charge and spin, eV: 6.8898

XYZ file:
```
10
Properties=species:S:1:pos:R:3:mulliken_charge:R:1
N -2.57 0.46 0.72 -0.521
C -1.42 0.29 0.34 0.485
N 1.32 -1.46 -1.20 -0.232
N 1.98 -0.78 -0.50 -0.051
O 0.97 0.64 1.32 -0.481
C 1.18 0.54 0.06 0.511
C -0.23 0.14 -0.18 -0.575
H -3.02 -0.32 1.20 0.304
H 1.55 1.41 -0.51 0.289
H 0.24 -0.92 -1.25 0.271
```

No. 5
C3H3N3O | ωB97M-V/def2-TZVPD

SMILES: N#CC(N)(O)C#N
E_LUMO, eV: 0.2
E_HOMO, Ha: -0.3953
HOMO-LUMO gap, hartree: 0.4014
Molecular weight, g/mol: 97.1
ΔE to the lowest compared entry with this formula, charge and spin, eV: 2.1989

XYZ file:
```
10
Properties=species:S:1:pos:R:3:mulliken_charge:R:1
N 1.59 1.99 0.49 -0.350
C 0.82 1.18 0.24 0.011
C -0.17 0.12 0.11 1.120
N 0.65 -1.06 -0.63 -0.616
O -0.71 -0.29 1.34 -0.500
C -1.29 0.53 -0.78 -0.240
N -2.07 1.01 -1.47 -0.313
H 1.11 -1.70 0.06 0.235
H 0.07 -1.55 -1.38 0.267
H 0.01 -0.23 2.02 0.387
```

No. 6
C3H3N3O | ωB97M-V/def2-TZVPD

SMILES: [H]/N=C1\N=N[C@@H]1C=O
E_LUMO, eV: -0.5
E_HOMO, Ha: -0.3698
HOMO-LUMO gap, hartree: 0.3502
Molecular weight, g/mol: 97.1
ΔE to the lowest compared entry with this formula, charge and spin, eV: 3.3795

XYZ file:
```
10
Properties=species:S:1:pos:R:3:mulliken_charge:R:1
H 2.61 0.62 0.78 0.306
N 1.86 -0.07 0.78 -0.502
C 0.99 0.21 -0.08 0.208
N 0.79 1.34 -0.99 -0.235
N -0.39 0.99 -1.28 -0.201
C -0.37 -0.29 -0.49 0.336
C -1.44 -0.49 0.56 -0.119
O -1.19 -0.53 1.74 -0.423
H -0.38 -1.14 -1.19 0.292
H -2.47 -0.63 0.18 0.339
```

No. 7
C3H3N3O | ωB97M-V/def2-TZVPD

SMILES: [H]/N=C1\N=N[C@@H]1C=O
E_LUMO, eV: -0.5
E_HOMO, Ha: -0.3743
HOMO-LUMO gap, hartree: 0.3542
Molecular weight, g/mol: 97.1
ΔE to the lowest compared entry with this formula, charge and spin, eV: 3.3557

XYZ file:
```
10
Properties=species:S:1:pos:R:3:mulliken_charge:R:1
H 2.74 0.45 0.59 0.314
N 1.98 -0.24 0.56 -0.522
C 0.97 0.21 -0.03 0.105
N 0.64 1.46 -0.71 -0.260
N -0.44 1.01 -1.17 -0.173
C -0.37 -0.33 -0.51 0.344
C -1.45 -0.45 0.56 -0.120
O -1.39 0.18 1.59 -0.427
H -0.38 -1.17 -1.22 0.398
H -2.30 -1.13 0.35 0.342
```

No. 8
C3H3N3O | ωB97M-V/def2-TZVPD

SMILES: O=Nc1c[nH]cn1
E_LUMO, eV: -1.4
E_HOMO, Ha: -0.3473
HOMO-LUMO gap, hartree: 0.2955
Molecular weight, g/mol: 97.1
ΔE to the lowest compared entry with this formula, charge and spin, eV: 5.0117

XYZ file:
```
10
Properties=species:S:1:pos:R:3:mulliken_charge:R:1
O 2.93 -0.45 0.39 -0.291
N 2.12 0.47 -0.42 -0.280
C 0.84 0.13 -0.15 0.708
C -0.17 1.00 -0.03 -0.329
N -1.33 0.26 0.22 -0.009
C -0.93 -1.05 -0.06 -0.166
N 0.46 -1.16 -0.13 -0.457
H -0.12 2.07 0.15 0.345
H -2.18 0.68 0.38 0.165
H -1.63 -1.94 -0.36 0.314
```

No. 9
C3H3N3O | ωB97M-V/def2-TZVPD

SMILES: N=C=CC=O.N#N
E_LUMO, eV: 0.5
E_HOMO, Ha: -0.3552
HOMO-LUMO gap, hartree: 0.3745
Molecular weight, g/mol: 97.1
ΔE to the lowest compared entry with this formula, charge and spin, eV: 0.8269

XYZ file:
```
10
Properties=species:S:1:pos:R:3:mulliken_charge:R:1
N 0.71 1.85 -1.63 -0.451
C 0.67 0.82 -0.98 0.600
C 0.71 -0.30 -0.27 -0.714
C 0.75 -0.24 1.19 0.025
O 0.89 0.77 1.85 -0.513
H -0.16 2.31 -1.88 0.297
H 0.67 -1.25 -0.79 0.397
H 0.62 -1.22 1.69 0.351
N -2.48 -1.29 -0.13 0.004
N -2.38 -1.46 0.95 0.004
```

No. 10
C3H3N3O | ωB97M-V/def2-TZVPD

SMILES: O=Cn1cncn1
E_LUMO, eV: 0.1
E_HOMO, Ha: -0.3944
HOMO-LUMO gap, hartree: 0.3968
Molecular weight, g/mol: 97.1
ΔE to the lowest compared entry with this formula, charge and spin, eV: 0.6466

XYZ file:
```
10
Properties=species:S:1:pos:R:3:mulliken_charge:R:1
O 2.53 0.39 -0.29 -0.466
C 1.72 -0.34 0.22 0.176
N 0.34 -0.10 0.13 0.547
C -0.29 1.03 -0.32 0.088
N -1.58 0.85 -0.33 -0.549
C -1.70 -0.46 0.06 -0.121
N -0.58 -1.07 0.38 -0.830
H 1.95 -1.24 0.82 0.367
H 0.25 1.90 -0.68 0.390
H -2.65 -0.97 0.00 0.398
```

No. 11
C3H3N3O | ωB97M-V/def2-TZVPD

SMILES: N=C=CC=O.N#N
E_LUMO, eV: 0.6
E_HOMO, Ha: -0.3545
HOMO-LUMO gap, hartree: 0.3748
Molecular weight, g/mol: 97.1
ΔE to the lowest compared entry with this formula, charge and spin, eV: 0.8870

XYZ file:
```
10
Properties=species:S:1:pos:R:3:mulliken_charge:R:1
N -1.59 -1.20 1.54 -0.473
C -0.82 -0.38 1.07 0.597
C 0.02 0.53 0.60 -0.693
C 1.45 0.24 0.46 0.056
O 2.05 -0.64 1.04 -0.494
H -2.01 -1.88 0.92 0.294
H -0.38 1.46 0.22 0.405
H 1.97 0.89 -0.27 0.304
N -0.21 0.08 -2.45 0.104
N -0.50 0.89 -3.13 -0.100
```

No. 12
C3H3N3O2 | ωB97M-V/def2-TZVPD

SMILES: O=CNc1nnco1
E_LUMO, eV: -0.1
E_HOMO, Ha: -0.3435
HOMO-LUMO gap, hartree: 0.3400
Molecular weight, g/mol: 113.1
ΔE to the lowest compared entry with this formula, charge and spin, eV: 5.0024

XYZ file:
```
11
Properties=species:S:1:pos:R:3:mulliken_charge:R:1
O 2.17 0.02 2.46 -0.483
C 1.06 -0.26 1.98 0.217
N 0.91 0.30 0.62 -0.143
C -0.06 -0.18 -0.20 0.524
N -1.36 -0.74 -0.19 -0.365
N -2.09 -0.29 -1.36 -0.311
C -1.20 0.47 -1.94 0.074
O 0.15 0.45 -1.45 -0.333
H 0.28 -1.20 2.07 0.260
H 1.51 0.95 0.15 0.280
H -1.41 1.42 -2.81 0.279
```